1.
46
Properties=species:S:1:pos:R:3:forces:R:3:nbo_charge:R:1 method="wB97M-V/def2-TZVPD" fmax_ha_per_bohr=0.254 smiles=CCN(CC)CC.ClCCCl.ClCCCl.ClCCCl e_tot_ha=-3289.0101 homo_lumo_gap_ev=8.337 homo_ev=-7.8 relative_energy_kcal_mol=181.3
C -3.721652 3.772413 0.136326 4.37 -5.20 -3.53 -0.565
C -2.245652 3.592413 0.753326 -1.86 2.15 -3.47 -0.215
N -1.530652 4.679413 0.020326 0.80 -1.20 -2.26 -0.455
C -0.570652 5.483413 0.718326 -4.30 0.70 -0.37 -0.316
C 0.007348 4.863413 1.833326 3.56 1.80 6.15 -0.591
C -0.892652 4.113413 -1.235674 1.72 -0.50 2.96 -0.233
C -1.026652 5.113413 -2.298674 0.39 3.11 -1.08 -0.613
H -3.832652 3.515413 -0.989674 0.77 0.50 1.61 0.186
H -3.914652 4.708413 0.239326 -1.15 6.05 0.58 0.197
H -4.476652 3.242413 0.525326 -2.56 -2.35 2.10 0.191
H -1.735652 2.658413 0.741326 0.13 -1.03 -0.50 0.184
H -2.372652 3.840413 1.732326 -0.14 0.90 2.88 0.189
H -1.065652 6.068413 1.382326 -4.07 2.52 1.26 0.215
H -0.239652 6.430413 0.322326 1.59 -0.67 -1.49 0.242
H -0.275652 4.004413 2.451326 -1.31 0.61 -0.49 0.235
H 0.396348 5.807413 2.619326 -1.23 -2.75 -1.70 0.166
H 0.881348 4.586413 1.519326 5.86 -2.37 -1.15 0.188
H -1.398652 3.156413 -1.401674 0.38 0.12 -0.42 0.202
H 0.272348 3.959413 -0.966674 -2.37 -0.24 -0.84 0.164
H -2.115652 5.435413 -2.325674 1.34 -0.12 -0.03 0.218
H -0.773652 4.742413 -3.353674 0.15 0.74 1.58 0.217
H -0.329652 6.117413 -1.894674 -2.07 -2.78 -1.79 0.194
Cl -0.230652 -7.258587 -4.333674 -0.52 0.13 -0.40 -0.036
C -0.593652 -6.196587 -2.968674 2.13 3.24 -0.16 -0.414
C 0.750348 -6.033587 -2.249674 0.62 0.11 0.28 -0.375
Cl 0.405348 -5.111587 -0.751674 -0.17 -0.11 0.54 -0.101
H -1.139652 -6.702587 -2.221674 -1.79 -0.29 0.13 0.222
H -0.852652 -5.002587 -3.238674 -0.13 -3.75 0.45 0.246
H 1.333348 -5.284587 -2.798674 0.51 -0.98 -0.05 0.226
H 1.269348 -7.010587 -1.942674 -0.72 1.62 -0.79 0.234
Cl 0.873348 -5.586587 3.543326 0.27 -0.82 1.05 -0.122
C 2.210348 -5.834587 2.293326 -0.61 -1.19 3.41 -0.339
C 2.863348 -4.557587 2.325326 2.92 0.49 -0.64 -0.373
Cl 3.836348 -4.595587 0.804326 0.30 0.60 -0.55 -0.090
H 1.521348 -5.996587 1.610326 -2.39 -0.03 -4.40 0.222
H 2.760348 -6.786587 2.280326 0.31 0.63 1.11 0.238
H 3.663348 -4.538587 3.073326 -0.60 0.28 0.21 0.232
H 2.227348 -3.687587 2.373326 -0.13 0.02 -0.19 0.233
Cl 0.730348 -1.594587 -1.722674 -0.84 0.15 -1.92 -0.030
C 1.172348 -1.924587 -0.103674 0.54 0.08 1.63 -0.439
C 1.557348 -0.572587 0.595326 -9.67 -7.76 4.19 -0.306
Cl 0.150348 0.455413 0.921326 -0.04 0.13 -0.24 -0.067
H 2.073348 -2.607587 -0.198674 -1.08 0.78 0.70 0.242
H 0.306348 -2.413587 0.466326 1.36 0.62 -0.87 0.229
H 2.213348 -0.121587 0.202326 8.84 6.38 -5.85 0.168
H 1.860348 -0.927587 1.513326 0.91 -0.29 2.36 0.198


2.
63
Properties=species:S:1:pos:R:3:forces:R:3:nbo_charge:R:1 method="wB97M-V/def2-TZVPD" fmax_ha_per_bohr=0.043 e_tot_ha=-2505.9839 homo_lumo_gap_ev="5.659 / 5.828" homo_ev="-5.5 / -5.5" relative_energy_kcal_mol=68.6
Ir 0.294507 0.355130 -0.290215 -0.39 1.15 -1.84 0.786
C 1.228379 -0.936663 2.558820 0.06 0.05 -0.20 -0.251
N 2.068500 -0.303760 1.558584 0.60 -0.65 0.90 -0.448
C 2.997449 -1.230927 0.926522 -0.26 0.25 -0.11 -0.259
C 2.815432 -1.505219 -0.559232 0.02 0.10 0.17 0.262
C 3.690360 -2.416859 -1.141658 -0.03 -0.03 -0.17 -0.250
C 3.593117 -2.703213 -2.490195 -0.04 0.07 0.10 -0.142
C 2.620352 -2.054402 -3.237006 0.09 -0.10 0.01 -0.262
C 1.787973 -1.162247 -2.594093 -0.04 0.02 -0.16 0.072
N 1.874237 -0.899711 -1.286228 -0.58 0.88 0.00 -0.417
C 2.705539 0.915592 2.040662 -0.15 0.06 -0.31 -0.244
C 2.682640 1.990207 0.975090 0.29 1.23 0.57 0.241
C 3.151953 3.256000 1.246104 0.08 -0.90 0.34 -0.448
C 2.887163 4.291341 0.290171 -0.29 0.12 -0.73 -0.186
C 2.195458 4.036648 -0.837705 0.35 0.22 0.33 -0.271
C 1.688463 2.653731 -1.125318 -0.57 -0.01 -0.04 -0.106
N 2.118532 1.646427 -0.176372 -0.36 -1.21 0.62 -0.601
C 0.348493 -1.998647 1.949438 0.01 -0.02 -0.06 0.234
C -0.202873 -3.008532 2.726133 -0.06 -0.12 -0.02 -0.249
C -1.023989 -3.947162 2.124861 0.06 0.08 0.04 -0.163
C -1.246082 -3.864372 0.757604 0.03 -0.03 0.01 -0.218
C -0.651797 -2.830682 0.059269 -0.01 0.01 -0.15 0.047
N 0.111936 -1.907159 0.640398 0.07 0.17 0.26 -0.476
H 0.573020 -0.172215 2.984395 0.04 0.02 0.03 0.237
H 1.814864 -1.373782 3.381779 -0.06 -0.06 0.04 0.184
H 2.967477 -2.200798 1.437373 0.04 -0.03 -0.03 0.208
H 4.016843 -0.850843 1.037860 0.03 -0.02 0.01 0.227
H 4.444384 -2.895052 -0.529399 -0.02 0.02 0.03 0.222
H 4.264793 -3.416048 -2.949729 0.00 0.00 -0.01 0.223
H 2.509251 -2.241325 -4.295491 -0.04 0.05 0.00 0.230
H 1.013189 -0.631844 -3.130629 0.03 0.01 0.02 0.225
H 3.732277 0.733081 2.378855 0.00 -0.02 0.05 0.190
H 2.145523 1.298042 2.894173 -0.02 -0.06 0.02 0.217
H 3.689466 3.454058 2.164716 -0.05 0.03 0.01 0.198
H 3.226975 5.298496 0.503375 -0.01 0.03 -0.04 0.200
H 1.944004 4.817342 -1.546589 0.02 0.04 0.04 0.198
H 1.978760 2.329216 -2.136225 0.05 0.01 0.00 0.167
H 0.010338 -3.053534 3.786516 0.01 0.02 0.00 0.222
H -1.472011 -4.736087 2.714708 -0.02 -0.01 -0.02 0.221
H -1.862795 -4.585004 0.238947 0.00 0.00 0.00 0.219
H -0.791844 -2.714687 -1.010177 -0.05 0.03 0.03 0.220
C -4.281138 -2.198673 -1.316669 0.04 0.25 0.00 -0.638
C -4.625239 -1.035750 -0.401609 0.02 -0.15 0.11 -0.058
O -4.125668 0.226519 -0.863923 0.21 -0.08 -0.01 -0.836
P -2.582591 0.689715 -0.777904 -0.79 0.28 -0.16 1.715
S -1.482012 -0.150090 -2.206324 0.25 -0.22 1.06 -0.537
S -1.929000 0.479050 1.108027 1.02 0.38 -0.84 -0.525
O -2.783431 2.220077 -1.174107 0.08 -0.19 0.11 -0.835
C -3.034995 3.265113 -0.217627 -0.15 0.08 0.17 -0.061
C -4.480433 3.296390 0.242333 0.14 -0.13 -0.15 -0.633
H -4.845617 -3.083020 -1.016077 0.00 0.02 0.02 0.211
H -3.216861 -2.418317 -1.273282 0.01 -0.06 -0.03 0.215
H -4.530135 -1.947872 -2.347830 -0.03 -0.05 -0.01 0.220
H -4.256885 -1.220498 0.612481 0.00 0.05 -0.03 0.186
H -5.705392 -0.900922 -0.350733 0.02 0.03 0.01 0.189
H -2.764705 4.186534 -0.731547 0.04 -0.04 -0.02 0.195
H -2.372679 3.134496 0.638739 0.06 -0.01 -0.06 0.199
H -5.149939 3.451331 -0.603770 -0.03 0.01 0.04 0.213
H -4.610427 4.104275 0.963390 -0.03 0.03 -0.03 0.214
H -4.743711 2.355727 0.724696 -0.03 0.01 0.03 0.216
C 0.177192 2.445916 -0.983244 0.47 -1.27 -0.12 -0.494
H -0.203005 3.062401 -0.168875 -0.06 -0.15 0.12 0.186
H -0.393586 2.603059 -1.896238 -0.08 -0.19 0.04 0.201